The following is a quantum chemistry calculation of a molecular structure, C6H15N at a distorted geometry, from the Open Molecules 2025 dataset.

```
22
Properties=species:S:1:pos:R:3:forces:R:3:mulliken_charge:R:1
C -1.691212 1.342108 -0.209444 2.6 2.1 1.8 -0.492
C -2.019820 1.086684 1.218986 -0.8 -0.5 0.6 -1.014
C -0.830768 0.494866 -0.979324 -2.7 -3.4 -1.9 0.142
N -0.271532 -0.626149 -0.622126 1.5 1.4 -0.5 -0.556
C 0.643527 -1.876162 1.267846 0.9 -0.4 -0.7 -1.531
C 0.648707 -0.547040 0.515125 -0.7 -1.6 0.7 0.973
C 2.044305 -0.242836 -0.024827 -0.4 0.9 -0.1 -1.426
H -1.052736 0.658031 -2.046072 0.6 0.0 -0.1 0.287
H -2.056887 2.285832 -0.587437 -0.2 -0.2 -0.7 0.441
H -2.464411 0.094647 1.324577 0.1 -0.2 -0.1 0.290
H -1.198616 1.114165 1.930638 0.1 0.1 -0.1 0.285
H -2.781650 1.776333 1.576306 0.1 0.2 -0.1 0.355
H 1.099087 0.142898 -4.185475 -0.1 -0.2 0.2 0.108
H 0.778432 -0.392079 -3.767459 0.1 0.2 -0.1 -0.112
H -0.420694 1.582595 -0.281052 -0.9 1.2 0.6 0.187
H 1.533673 -1.966146 1.890158 -0.1 0.2 0.3 0.360
H -0.239708 -2.130423 1.846751 -0.2 0.2 -0.1 0.329
H 0.803211 -2.626923 0.488025 -0.3 -0.2 0.1 0.356
H 0.358240 0.219286 1.217687 0.1 0.6 0.4 -0.042
H 1.947661 0.769575 -0.431493 0.5 0.0 -0.1 0.299
H 2.853295 -0.275263 0.705528 -0.2 0.1 0.2 0.408
H 2.317896 -0.883999 -0.846918 -0.1 -0.4 -0.3 0.351
```
Positions in Å, forces in eV/Å.

Computed properties:
Total energy in Eh: -292.19079
HOMO energy in Eh: -0.2820
Spin multiplicity: 1
Relative energy (zero: lowest compared OMol25 entry of this formula, charge and spin) in kJ/mol: 467.97

The following is a quantum chemistry calculation of a molecular structure, C19H41FI2PSi at a distorted geometry, from the Open Molecules 2025 dataset.

```
65
Properties=species:S:1:pos:R:3:forces:R:3:mulliken_charge:R:1
C -3.346228 0.257026 6.721297 -0.6 -0.1 1.0 -1.024
C -3.552948 -1.241417 7.143910 0.8 -1.5 -0.8 0.082
I -4.933391 -1.567369 8.811260 0.8 0.6 -1.0 0.062
C -2.968740 -2.350537 6.544542 -1.1 1.4 0.6 -0.131
I -3.381642 -4.373723 7.206343 0.4 1.1 -0.6 0.083
Si -1.781127 -2.155216 5.071109 0.2 -1.1 -0.2 0.554
F -1.712627 -3.490574 4.030554 -0.4 1.9 1.6 -0.319
H -3.411331 0.886995 7.662399 0.0 -0.7 -1.1 0.370
H -4.213444 0.560256 6.054774 1.2 -0.3 0.7 0.279
H -2.344905 0.499548 6.275660 -1.0 -0.6 0.2 0.296
H -0.419371 -1.931386 5.612219 -0.1 -0.3 -0.1 -0.092
H -2.065495 -0.922704 4.287530 -0.3 -0.4 -0.1 -0.187
C 0.614498 1.469473 -5.457736 0.1 0.0 -0.1 -1.404
C 1.216792 0.257361 -4.759996 -0.1 0.1 -0.2 0.196
C 0.164657 -0.611700 -4.072813 0.6 -0.2 -0.1 -1.089
C -0.385253 -0.067298 -2.747027 -0.9 0.1 -0.6 -1.139
P 0.617871 -0.230392 -1.278014 0.2 -0.8 0.1 1.079
C 1.159648 -1.959930 -1.221149 0.4 -0.3 -0.2 -1.484
C 0.145478 -3.103409 -1.325956 -0.5 -0.2 0.0 -0.888
C -0.756175 -3.379095 -0.118536 -0.1 0.0 0.0 -0.396
C -0.034283 -3.479308 1.216064 0.0 0.0 0.1 -0.978
C -0.387079 -0.004613 0.176057 -0.9 0.2 0.7 -0.523
C -1.076372 1.315034 0.525172 -0.1 0.5 0.1 -1.122
C -0.183687 2.466312 0.973579 0.1 0.2 -0.1 0.332
C 0.864440 2.110222 2.020260 -0.1 0.1 0.0 -1.347
C 2.184097 0.629601 -1.263495 1.2 0.4 0.0 -0.920
C 2.426607 2.145156 -1.264303 -0.3 0.5 0.5 -1.124
C 1.571460 3.018827 -2.188570 0.2 0.3 0.0 0.312
C 2.350932 3.577050 -3.371747 0.0 0.0 -0.2 -1.777
H 0.042596 2.096567 -4.770121 0.0 0.0 0.0 0.251
H 1.402720 2.082047 -5.898751 -0.1 0.0 0.0 0.390
H -0.053377 1.155642 -6.263971 0.0 0.0 0.1 0.417
H 1.984993 0.576995 -4.051990 0.0 0.0 0.0 -0.236
H 1.734064 -0.346124 -5.511780 0.0 0.0 0.1 0.450
H 0.590324 -1.604476 -3.910345 -0.1 -0.1 0.0 0.308
H -0.672492 -0.752919 -4.764043 0.0 0.0 0.2 0.553
H -1.295081 -0.642501 -2.533472 0.1 0.0 0.3 0.650
H -0.735401 0.960190 -2.869346 0.1 0.0 0.1 0.774
H 1.787937 -2.089560 -0.335208 -0.1 0.2 0.0 0.772
H 1.849639 -2.072263 -2.065266 0.0 0.2 0.0 0.553
H 0.712087 -4.018968 -1.523270 0.1 0.2 0.0 0.496
H -0.492668 -2.950504 -2.202049 0.1 -0.1 0.0 0.231
H -1.278395 -4.324464 -0.294519 0.1 0.1 -0.1 0.487
H -1.550767 -2.633204 -0.058745 0.0 0.0 0.0 0.209
H 0.595321 -4.370017 1.257514 0.1 0.1 0.0 0.381
H -0.756330 -3.543092 2.028786 0.1 -0.1 0.0 0.146
H 0.596014 -2.609331 1.422046 0.0 0.0 0.0 0.246
H 0.155963 -0.380619 1.045878 0.2 -0.1 -0.2 0.558
H -1.223280 -0.694634 0.038778 0.2 -0.3 -0.1 -0.011
H -1.781620 1.109463 1.337328 0.0 -0.2 -0.1 0.460
H -1.681148 1.645258 -0.325786 0.0 0.0 0.1 0.367
H -0.815016 3.267120 1.369493 0.0 -0.1 -0.1 0.486
H 0.293755 2.894341 0.094716 0.1 0.0 0.0 -0.411
H 0.393637 1.889053 2.981763 0.1 -0.1 0.0 0.330
H 1.546891 2.950289 2.164921 -0.1 -0.1 0.1 0.416
H 1.473661 1.251098 1.731359 0.0 0.0 0.0 0.287
H 2.770255 0.211364 -2.087951 -0.3 -0.3 -0.1 0.830
H 2.693822 0.254514 -0.366219 -0.2 -0.2 0.0 0.576
H 3.485589 2.307453 -1.489229 -0.1 -0.2 -0.1 0.566
H 2.327088 2.510860 -0.241232 -0.1 -0.1 0.0 0.212
H 1.199453 3.879115 -1.623931 -0.1 -0.1 0.0 0.470
H 0.687236 2.483499 -2.532851 0.0 0.0 -0.1 -0.102
H 3.098684 4.299053 -3.033322 0.0 -0.1 0.0 0.465
H 1.679124 4.094482 -4.059853 0.1 0.0 0.0 0.401
H 2.872340 2.790083 -3.922718 0.0 0.0 0.0 0.326
```
Positions in Å, forces in eV/Å.

Computed properties:
Total energy in Eh: -2074.44706
Total charge: +1
HOMO energy in Eh: -0.3934
Spin multiplicity: 1

The following is a quantum chemistry calculation of a molecular structure, C37H34BCl2F3N10Re at a distorted geometry, from the Open Molecules 2025 dataset.

```
88
Properties=species:S:1:pos:R:3:forces:R:3:mulliken_charge:R:1
Re 0.669676 0.367200 0.792320 0.8 -0.6 0.0 1.437
C -2.593902 2.374678 0.089645 0.1 0.0 0.0 -1.480
C -2.649417 0.957221 0.558739 0.0 0.0 0.0 0.675
C -3.837122 0.271087 0.827897 0.1 0.1 -0.1 -1.522
C -3.465824 -0.872729 1.489295 -0.2 0.0 0.0 -0.091
N -2.130320 -0.884512 1.595709 0.1 -0.1 0.1 0.716
N -1.607428 0.213335 0.964850 0.0 0.0 -0.3 -0.253
B -1.233145 -1.548810 2.661342 -0.1 0.2 -0.1 -0.057
N -0.549579 -0.366253 3.444925 0.0 -0.1 0.2 0.968
C -0.879460 0.068545 4.670285 0.0 0.1 0.0 -0.062
C -0.533019 1.398914 4.783530 0.0 0.0 0.0 -1.637
C 0.000739 1.750765 3.543964 -0.1 0.1 0.0 0.311
C 0.363438 3.101970 3.039836 0.2 0.0 0.0 -1.308
N 0.014005 0.665471 2.766111 0.7 -0.2 -0.4 -0.128
N -0.131447 -2.341806 1.957366 0.1 0.0 0.1 1.230
C -0.041831 -3.658697 1.777695 0.0 0.0 0.0 0.091
C 1.171526 -3.930479 1.186066 0.1 0.1 0.0 -1.700
C 1.791509 -2.695700 1.023199 0.0 0.1 0.0 0.586
C 3.181780 -2.471309 0.554104 0.0 0.0 0.0 -1.285
N 0.974973 -1.721654 1.479804 -0.4 0.5 -0.4 -0.849
N -1.943556 -2.444026 3.635126 0.2 -0.1 0.0 0.982
C -1.322984 -3.137436 4.626016 -0.1 0.0 0.0 -0.471
C -2.277431 -3.857179 5.290428 0.0 0.0 0.0 -1.340
C -3.486761 -3.550767 4.624890 0.0 -0.1 0.1 0.642
C -4.860225 -4.062243 4.915260 0.0 0.0 0.0 -1.283
N -3.274097 -2.704589 3.634644 0.0 -0.1 0.1 -1.296
H -3.305407 2.945029 0.687324 0.0 0.0 0.0 0.496
H -2.893949 2.470590 -0.952361 0.0 0.0 0.0 0.282
H -1.608496 2.813344 0.205838 0.0 0.0 0.0 0.211
H -4.832582 0.605828 0.605066 -0.1 0.0 0.0 0.552
H -4.044658 -1.658914 1.944915 0.1 0.1 -0.1 0.626
H -1.354440 -0.587019 5.378140 -0.1 0.0 0.0 0.509
H -0.665575 2.038699 5.635204 0.0 0.0 0.1 0.544
H 0.924518 3.661599 3.785482 0.0 0.0 0.0 0.435
H -0.553443 3.654637 2.827585 0.0 0.0 0.0 0.315
H 0.947223 3.042246 2.119896 0.0 0.0 0.1 0.132
H -0.834295 -4.313101 2.094456 0.0 0.0 0.1 0.553
H 1.576174 -4.891074 0.930761 0.1 -0.1 0.0 0.524
H 3.880684 -2.880540 1.284605 0.0 0.0 0.0 0.414
H 3.392519 -1.419757 0.442177 0.1 0.2 -0.1 -0.104
H 3.367436 -2.981160 -0.390605 0.0 0.0 0.0 0.443
H -0.259436 -3.064865 4.777976 0.1 0.0 0.0 0.644
H -2.138690 -4.511010 6.131329 0.0 -0.1 0.1 0.436
H -4.848816 -4.724183 5.778585 0.0 0.0 0.0 0.371
H -5.253079 -4.614325 4.061621 0.0 0.0 0.0 0.296
H -5.541628 -3.236748 5.118474 0.0 0.0 0.0 0.307
Cl 4.409267 0.480399 -1.590434 0.4 -0.1 0.6 -0.138
C 4.643408 1.201773 -0.043390 0.2 0.0 -0.2 0.758
C 5.856285 1.834582 0.170386 0.0 0.0 0.1 -0.708
C 6.182368 2.308983 1.428147 -0.1 0.0 0.0 -0.425
C 5.318903 2.092522 2.491233 0.1 0.0 -0.1 -0.711
C 4.101595 1.481341 2.267779 0.1 0.0 0.1 0.612
Cl 3.128619 1.095549 3.631152 -0.2 0.1 0.1 -0.163
C 3.679149 1.107214 0.976143 0.3 0.0 0.2 -0.524
N 2.385354 0.702835 0.753378 -1.3 0.1 0.4 0.370
H 6.545516 1.922933 -0.656040 0.0 0.0 0.0 0.470
H 7.128009 2.805178 1.590650 0.0 0.0 0.0 0.403
H 5.593366 2.369908 3.497297 0.0 0.0 0.0 0.474
N 1.457730 -1.112790 -2.140626 -0.1 0.0 0.1 0.080
C 1.810336 -0.423029 -3.343710 0.0 -0.1 -0.2 -0.007
C 2.262239 0.889644 -3.291657 -0.4 0.2 -0.1 -0.109
C 2.618696 1.555698 -4.453446 0.0 -0.1 -0.1 -0.922
C 2.506749 0.927653 -5.687074 0.0 0.0 0.0 -0.622
C 2.038315 -0.375998 -5.747578 0.0 0.0 0.0 -0.723
C 1.695487 -1.046463 -4.582375 0.0 0.1 -0.1 -0.362
H 0.721942 -1.780454 -2.336335 0.1 -0.2 0.1 0.261
H 2.245847 -1.593936 -1.729930 0.1 0.0 0.0 0.060
H 2.319235 1.391242 -2.334869 -0.3 0.0 -0.3 0.605
H 2.980428 2.574255 -4.397098 0.0 0.0 0.0 0.449
H 2.776764 1.453264 -6.592885 0.0 0.0 0.0 0.440
H 1.951695 -0.880901 -6.699670 0.0 0.0 0.0 0.443
H 1.347695 -2.071134 -4.633740 0.0 0.0 0.0 0.434
F -2.856822 2.709557 -7.733497 0.1 0.1 -0.1 -0.280
C -3.453055 1.931734 -6.827675 0.0 0.0 0.1 0.824
F -4.687837 2.415076 -6.630441 -0.1 0.1 0.1 -0.252
F -3.594824 0.714782 -7.373880 0.0 -0.2 0.0 -0.253
C -2.682080 1.856915 -5.535211 0.0 -0.1 0.0 0.395
C -3.208562 1.086066 -4.503553 0.0 0.0 0.0 -1.157
C -2.516379 0.972022 -3.316965 0.0 0.0 0.0 -0.219
C -1.286988 1.625392 -3.159850 0.0 -0.2 -0.1 0.233
C -0.769501 2.395691 -4.199145 0.0 0.0 0.0 -0.460
C -1.470688 2.512394 -5.386913 0.0 0.0 0.0 -0.851
C -0.566433 1.431675 -1.949066 0.2 0.1 0.0 0.730
C 0.033636 1.230789 -0.907445 -0.4 0.0 0.3 -1.078
H -4.151360 0.574611 -4.638197 0.0 0.0 0.0 0.427
H -2.909383 0.372867 -2.506544 0.0 0.0 0.0 0.580
H 0.182237 2.889038 -4.077282 0.0 0.0 0.0 0.555
H -1.071116 3.100850 -6.199158 0.0 0.0 0.0 0.503
```
Positions in Å, forces in eV/Å.

Computed properties:
Total energy in Eh: -3300.88068
Total charge: +1
HOMO energy (alpha / beta) in Eh: -0.3950 / -0.3948
Spin multiplicity: 1
Relative energy (zero: lowest compared OMol25 entry of this formula, charge and spin) in kJ/mol: 256.24